Entry 1:
The following is a quantum chemistry calculation of a 10-piece molecular cluster, C31H71Cl6N3O15 overall at a distorted geometry, from the Open Molecules 2025 dataset.

Each atom is followed by the atoms it is bonded to, with distances in Å.
Geometry (Å):
1 Cl 2.56166 9.45539 -4.02300  C25 1.776
2 Cl -0.02695 10.33278 -5.11811  C25 1.723
3 Cl -5.96513 -5.67641 -1.18441  C34 1.825
4 Cl -7.91366 2.17543 4.60648  C33 1.806
5 Cl -6.18928 1.74757 2.24706  C33 1.770
6 Cl -9.01363 -5.35947 -1.34057  C34 1.795
7 O 3.50167 3.94822 -3.89493  C46 1.466, C49 1.304
8 O 5.16315 2.91425 4.55253  C48 1.254
9 O -4.59050 7.54811 5.83237  C41 1.489, C54 1.422
10 O -1.70490 -11.05303 -2.51003  C43 1.218
11 O 4.07014 -2.71441 -9.69625  C31 1.413, C32 1.433
12 O 6.65261 3.76822 6.17630  C45 1.473, C48 1.369
13 O -6.03079 -4.62781 5.15439  C35 1.362, C52 1.533
14 O 5.36017 5.14158 5.05585  C47 1.418, C48 1.349
15 O 4.96231 4.60350 -2.45135  C26 1.412, C49 1.367
16 O -0.87431 1.80681 -1.15334  C36 1.483, C53 1.417
17 O 5.20056 2.53297 -3.43695  C49 1.224
18 O -7.82311 -3.48728 6.05670  C35 1.220
19 O -7.93252 -5.28102 4.60741  C35 1.316, C37 1.467
20 O -0.46331 -10.76899 -0.64453  C43 1.312, C44 1.399
21 O -1.16612 -12.70113 -1.07807  C43 1.306, C51 1.392
22 N -1.79439 6.88114 6.39988  C50 1.473, H65 1.010, H99 1.010
23 N -1.82373 -1.07199 -0.54586  C28 1.483, H66 1.010, H74 1.010
24 N 5.21409 -0.24383 -12.26627  C39 1.483, H61 1.010, H88 1.010
25 C 1.02773 9.00876 -4.79930  Cl1 1.776, Cl2 1.723, H118 1.090, H123 1.090
26 C 6.01603 4.51474 -1.51619  O15 1.412, C30 1.522, H69 1.090, H98 1.090
27 C 0.34609 -0.76284 -1.74932  C28 1.564, H57 1.090, H58 1.090, H78 1.090
28 C -0.45485 -0.51320 -0.42988  N23 1.483, C27 1.564, C53 1.563, H82 1.090
29 C 0.69146 -8.77137 0.25281  C44 1.532, H72 1.090, H75 1.090, H79 1.090
30 C 6.53180 5.91047 -1.19487  C26 1.522, H90 1.090, H124 1.090, H125 1.090
31 C 3.67215 -2.82590 -8.34471  O11 1.413, H59 1.090, H107 1.090, H109 1.090
32 C 4.70899 -1.47394 -10.02182  O11 1.433, C39 1.584, H92 1.090, H106 1.090
33 C -6.92718 0.99068 3.66621  Cl4 1.806, Cl5 1.770, H85 1.090, H110 1.090
34 C -7.47476 -4.86255 -0.56085  Cl3 1.825, Cl6 1.795, H77 1.090, H104 1.090
35 C -7.35243 -4.38390 5.37594  O13 1.362, O18 1.220, O19 1.316
36 C -0.71644 3.24164 -0.81421  O16 1.483, H56 1.090, H73 1.090, H80 1.090
37 C -9.35397 -5.05702 4.32154  O19 1.467, H64 1.090, H71 1.090, H102 1.090
38 C 6.51566 1.53200 7.03170  C45 1.527, H63 1.090, H112 1.090, H121 1.090
39 C 4.84411 -1.51598 -11.59988  N24 1.483, C32 1.584, C42 1.550, H108 1.090
40 C -3.80881 -3.69349 4.77134  C52 1.471, H67 1.090, H114 1.090, H126 1.090
41 C -5.99086 7.79146 6.27529  O9 1.489, H91 1.090, H94 1.090, H120 1.090
42 C 5.76887 -2.66088 -12.08779  C39 1.550, H60 1.090, H68 1.090, H93 1.090
43 C -1.10345 -11.48139 -1.54185  O10 1.218, O20 1.312, O21 1.306
44 C -0.17374 -9.41386 -0.83555  O20 1.399, C29 1.532, H86 1.090, H89 1.090
45 C 7.46409 2.56375 6.42465  O12 1.473, C38 1.527, H117 1.090, H119 1.090
46 C 2.92508 3.14416 -4.97653  O7 1.466, H84 1.090, H87 1.090, H122 1.090
47 C 4.30231 5.48923 4.17869  O14 1.418, H76 1.090, H81 1.090, H111 1.090
48 C 5.72320 3.84765 5.17435  O8 1.254, O12 1.369, O14 1.349
49 C 4.61486 3.60069 -3.31248  O7 1.304, O15 1.367, O17 1.224
50 C -2.59502 6.01870 5.51338  N22 1.473, C54 1.582, C55 1.489, H100 1.090
51 C -1.82932 -13.71369 -1.76637  O21 1.392, H70 1.090, H115 1.090, H116 1.090
52 C -4.86361 -3.85809 5.78385  O13 1.533, C40 1.471, H83 1.090, H97 1.090
53 C -0.49166 1.00268 -0.05137  O16 1.417, C28 1.563, H96 1.090, H113 1.090
54 C -4.12214 6.20656 5.88277  O9 1.422, C50 1.582, H62 1.090, H95 1.090
55 C -1.95033 4.68534 5.66831  C50 1.489, H101 1.090, H103 1.090, H105 1.090
56 H -1.29121 3.91991 -1.44484  C36 1.090
57 H -0.08156 -0.43792 -2.69781  C27 1.090
58 H 0.63604 -1.81345 -1.76460  C27 1.090
59 H 2.61683 -2.55819 -8.29243  C31 1.090
60 H 5.74518 -2.73504 -13.17500  C42 1.090
61 H 5.51661 -0.35548 -13.22341  N24 1.010
62 H -4.73641 5.66110 5.16635  C54 1.090
63 H 7.18999 0.67932 7.11112  C38 1.090
64 H -9.57299 -5.57113 3.38569  C37 1.090
65 H -2.25254 7.77422 6.28767  N22 1.010
66 H -2.30308 -0.39904 -1.12677  N23 1.010
67 H -4.00934 -2.92515 4.02465  C40 1.090
68 H 6.79056 -2.43407 -11.78312  C42 1.090
69 H 6.80511 3.99153 -2.05627  C26 1.090
70 H -1.12942 -13.96102 -2.56453  C51 1.090
71 H -9.94358 -5.63499 5.03316  C37 1.090
72 H 1.49024 -9.35897 0.70531  C29 1.090
73 H -1.17730 3.46572 0.14782  C36 1.090
74 H -1.72211 -1.89080 -1.12838  N23 1.010
75 H 1.15702 -7.85510 -0.11025  C29 1.090
76 H 4.03299 6.49325 4.50657  C47 1.090
77 H -7.25529 -3.79915 -0.65638  C34 1.090
78 H 1.26333 -0.17465 -1.72089  C27 1.090
79 H 0.09325 -8.42772 1.09670  C29 1.090
80 H 0.33634 3.52283 -0.84031  C36 1.090
81 H 4.65773 5.45453 3.14884  C47 1.090
82 H 0.00837 -1.09663 0.36582  C28 1.090
83 H -5.21356 -2.88479 6.12782  C52 1.090
84 H 3.24931 3.45788 -5.96878  C46 1.090
85 H -7.70859 0.32588 3.29807  C33 1.090
86 H -1.11042 -8.88072 -0.99827  C44 1.090
87 H 3.14172 2.07970 -4.88647  C46 1.090
88 H 4.31364 0.16938 -12.46259  N24 1.010
89 H 0.33851 -9.30442 -1.79144  C44 1.090
90 H 7.25323 6.07443 -0.39440  C30 1.090
91 H -6.17734 7.26880 7.21346  C41 1.090
92 H 5.68842 -1.50159 -9.54427  C32 1.090
93 H 5.49953 -3.61173 -11.62797  C42 1.090
94 H -6.71212 7.53402 5.49966  C41 1.090
95 H -4.25542 5.82236 6.89407  C54 1.090
96 H 0.51668 1.27837 0.25740  C53 1.090
97 H -4.55972 -4.39863 6.68027  C52 1.090
98 H 5.76217 3.99562 -0.59199  C26 1.090
99 H -2.04426 6.66171 7.35356  N22 1.010
100 H -2.34989 6.41944 4.52981  C50 1.090
101 H -1.70691 4.46644 6.70799  C55 1.090
102 H -9.64898 -4.00775 4.33120  C37 1.090
103 H -2.80176 4.04238 5.44522  C55 1.090
104 H -7.61612 -4.90457 0.51913  C34 1.090
105 H -1.01584 4.56329 5.12064  C55 1.090
106 H 4.16804 -0.55075 -9.81400  C32 1.090
107 H 3.74749 -3.87438 -8.05644  C31 1.090
108 H 3.89212 -1.85311 -12.00995  C39 1.090
109 H 4.16302 -2.30080 -7.52531  C31 1.090
110 H -6.27004 0.48403 4.37302  C33 1.090
111 H 3.48628 4.76833 4.12870  C47 1.090
112 H 6.38103 1.78315 8.08379  C38 1.090
113 H -1.16041 1.07996 0.80590  C53 1.090
114 H -3.52765 -4.65489 4.34149  C40 1.090
115 H -2.82165 -13.56860 -2.19339  C51 1.090
116 H -2.03267 -14.61601 -1.18968  C51 1.090
117 H 7.93089 2.22403 5.50011  C45 1.090
118 H 1.13182 8.39711 -5.69549  C25 1.090
119 H 8.27207 2.65732 7.15028  C45 1.090
120 H -6.08469 8.83710 6.56843  C41 1.090
121 H 5.58825 1.38570 6.47799  C38 1.090
122 H 1.83540 3.17037 -4.97807  C46 1.090
123 H 0.44147 8.35510 -4.15345  C25 1.090
124 H 5.70874 6.61926 -1.10373  C30 1.090
125 H 7.01473 6.32189 -2.08121  C30 1.090
126 H -2.88978 -3.29463 5.20079  C40 1.090

For the total energy, the calculation gives -143609.7761 eV. The charge is 0. The value obtained for the energy above the lowest of the compared OMol25 structures with the same formula, charge and spin is 121.8 kcal/mol. As for the SMILES: COC[C@H](C)N.COC[C@H](C)N.COC[C@H](C)N.CCOC(=O)OC.CCOC(=O)OC.CCOC(=O)OC.CCOC(=O)OC.ClCCl.ClCCl.ClCCl. The HOMO-LUMO gap comes out at 9.57 eV.

***

Entry 2:
The following is a quantum chemistry calculation of a 6-piece molecular cluster, C31H73FN11O12PS overall at a distorted geometry, from the Open Molecules 2025 dataset.

Each atom is followed by the atoms it is bonded to, with distances in Å.
Geometry (Å):
1 S -2.79821 -0.25949 2.20758  P2 1.933
2 P -1.44251 0.55189 1.09369  S1 1.933, O6 1.611, O14 1.587, C55 1.850
3 F 4.11247 4.05786 0.60065  C54 1.393
4 O 3.05115 0.92264 -4.27560  C51 1.222
5 O 1.60410 -6.52462 6.58298  C33 1.349, C52 1.438
6 O -1.10811 2.04853 1.58584  P2 1.611, H84 0.965
7 O -1.75918 5.27052 -2.28911  C36 1.220
8 O 0.21066 7.94864 2.27600  C49 1.222
9 O -6.77495 6.90725 -2.51635  C39 1.413, C42 1.407
10 O -0.07877 1.84428 -2.07953  C45 1.415, C48 1.430
11 O 0.59722 -6.71210 0.37523  C50 1.219
12 O 1.09677 -8.64631 6.00022  C33 1.218
13 O 1.33209 0.12407 0.58243  C55 1.419, C57 1.413
14 O -2.01050 0.81049 -0.36512  P2 1.587, H63 0.962
15 O -2.37229 -8.76903 4.49278  C56 1.218
16 N 4.95267 1.07890 -5.50213  C51 1.366, H59 1.002, H88 1.002
17 N 1.68873 -3.55929 -0.77314  C35 1.474, H76 1.010, H130 1.010
18 N 1.81855 7.00709 0.99312  C49 1.362, H93 1.004, H124 1.002
19 N -2.29344 -9.05457 2.24479  C56 1.374, H75 1.001, H102 1.001
20 N 2.25246 -6.55182 -1.18088  C50 1.366, H67 1.002, H69 1.016
21 N 3.75732 2.97267 -4.93061  C51 1.365, H87 1.002, H114 1.003
22 N -1.52754 6.71082 -0.54837  C36 1.371, H80 1.007, H121 1.002
23 N -0.35978 -9.14899 3.51428  C56 1.366, H71 1.012, H72 1.001
24 N 1.56235 -8.61198 -0.39836  C50 1.376, H101 1.001, H118 1.001
25 N 2.22833 7.49525 3.21503  C49 1.369, H68 1.002, H119 1.001
26 N -0.93702 4.48543 -0.32386  C36 1.369, H117 1.005, H126 1.002
27 C 1.64539 -4.03058 3.77901  C41 1.530, C43 1.537, H77 1.087, H79 1.088
28 C -4.44681 3.87112 -3.54638  C31 1.545, C34 1.538, H61 1.090, H120 1.087
29 C -1.78309 1.76412 -3.78240  C45 1.530, C46 1.526, H111 1.088, H122 1.091
30 C -6.79042 4.86957 -3.75121  C34 1.530, C39 1.510, H89 1.093, H106 1.087
31 C -3.98552 2.74412 -4.49745  C28 1.545, C46 1.542, H78 1.088, H116 1.088
32 C 1.87158 -1.41320 -2.10205  C35 1.535, C53 1.535, H94 1.086, H98 1.089
33 C 1.61494 -7.85994 6.77194  O5 1.349, O12 1.218, C44 1.502
34 C -5.33244 4.93744 -4.21166  C28 1.538, C30 1.530, H65 1.088, H91 1.088
35 C 1.58750 -2.92215 -2.09861  N17 1.474, C32 1.535, H95 1.090, H107 1.086
36 C -1.42957 5.47456 -1.13253  O7 1.220, N22 1.371, N26 1.369
37 C 0.41240 -0.89641 2.49433  C47 1.532, C55 1.532, H81 1.092, H112 1.080
38 C 3.33944 1.85216 1.10072  C40 1.530, C54 1.513, H73 1.089, H97 1.088
39 C -7.00811 5.51857 -2.40512  O9 1.413, C30 1.510, H115 1.094, H127 1.095
40 C 2.80765 1.70540 -0.32594  C38 1.530, C57 1.543, H125 1.087, H128 1.083
41 C 1.19469 -4.67929 5.08908  C27 1.530, C52 1.518, H62 1.089, H109 1.086
42 C -6.72665 7.52974 -1.25545  O9 1.407, H83 1.084, H92 1.093, H123 1.092
43 C 1.72040 -2.50297 3.92831  C27 1.537, C47 1.552, H70 1.088, H103 1.090
44 C 2.29441 -8.28155 8.04336  C33 1.502, H74 1.083, H86 1.086, H108 1.084
45 C -0.32775 2.09743 -3.44946  O10 1.415, C29 1.530, H60 1.091, H100 1.090
46 C -2.46227 2.74480 -4.73401  C29 1.526, C31 1.542, H110 1.086, H129 1.088
47 C 1.66503 -1.77602 2.55813  C37 1.532, C43 1.552, H104 1.086, H113 1.084
48 C 0.96558 0.90935 -1.79752  O10 1.430, C53 1.517, C57 1.541, H66 1.090
49 C 1.34799 7.51491 2.16615  O8 1.222, N18 1.362, N25 1.369
50 C 1.41513 -7.24491 -0.35437  O11 1.219, N20 1.366, N24 1.376
51 C 3.86885 1.61371 -4.86529  O4 1.222, N16 1.366, N21 1.365
52 C 1.71621 -6.09963 5.21339  O5 1.438, C41 1.518, H82 1.085, H99 1.088
53 C 0.62153 -0.52332 -2.15877  C32 1.535, C48 1.517, H85 1.089, H90 1.093
54 C 4.45210 2.86743 1.23929  F3 1.393, C38 1.513, H64 1.087, H105 1.090
55 C 0.12030 -0.43816 1.06149  P2 1.850, O13 1.419, C37 1.532, H96 1.095
56 C -1.71461 -8.97831 3.48874  O15 1.218, N19 1.374, N23 1.366
57 C 1.35002 1.19901 -0.33390  O13 1.413, C40 1.543, C48 1.541, H58 1.089
58 H 0.74520 2.05135 -0.02962  C57 1.089
59 H 5.63334 1.62624 -5.99226  N16 1.002
60 H 0.33680 1.50177 -4.07666  C45 1.091
61 H -5.05591 3.41771 -2.76391  C28 1.090
62 H 1.57706 -4.09387 5.92449  C41 1.089
63 H -1.79487 0.09949 -0.97651  O14 0.962
64 H 5.40693 2.51398 0.85794  C54 1.087
65 H -4.96588 5.93548 -3.98121  C34 1.088
66 H 1.79947 1.18329 -2.44410  C48 1.090
67 H 2.92339 -7.00487 -1.77058  N20 1.002
68 H 1.90591 7.86008 4.09074  N25 1.002
69 H 2.18962 -5.53813 -1.18853  N20 1.016
70 H 2.60443 -2.20562 4.48794  C43 1.088
71 H 0.10522 -9.08837 4.41076  N23 1.012
72 H 0.18276 -9.31978 2.69099  N23 1.001
73 H 2.55124 2.11501 1.80491  C38 1.089
74 H 1.80813 -9.18790 8.38136  C44 1.083
75 H -3.28558 -8.92874 2.19391  N19 1.001
76 H 0.87521 -3.31505 -0.22615  N17 1.010
77 H 0.91846 -4.25064 3.00139  C27 1.087
78 H -4.29841 1.79437 -4.06844  C31 1.088
79 H 2.62656 -4.39389 3.47983  C27 1.088
80 H -1.26772 6.89663 0.40618  N22 1.007
81 H 0.60116 -0.01413 3.11003  C37 1.092
82 H 1.12476 -6.73884 4.56571  C52 1.085
83 H -6.55522 8.58714 -1.42073  C42 1.084
84 H -0.34110 1.98377 2.16809  O6 0.965
85 H 0.30646 -0.53375 -3.20100  C53 1.089
86 H 2.16120 -7.51031 8.79563  C44 1.086
87 H 4.41254 3.56083 -5.40805  N21 1.002
88 H 5.05720 0.08292 -5.47181  N16 1.002
89 H -7.05742 3.81549 -3.63916  C30 1.093
90 H -0.21189 -0.94005 -1.58831  C53 1.093
91 H -5.31761 4.83941 -5.29517  C34 1.088
92 H -7.66175 7.39948 -0.70519  C42 1.093
93 H 1.18345 7.01665 0.21525  N18 1.004
94 H 2.53083 -1.13703 -1.28404  C32 1.086
95 H 2.35436 -3.38051 -2.72304  C35 1.090
96 H -0.13365 -1.34837 0.50867  C55 1.095
97 H 3.74337 0.90423 1.44890  C38 1.088
98 H 2.41952 -1.18732 -3.01532  C32 1.089
99 H 2.76171 -6.12505 4.91351  C52 1.088
100 H -0.12796 3.14024 -3.69571  C45 1.090
101 H 2.22474 -9.07978 -0.98559  N24 1.001
102 H -1.77746 -9.21672 1.40260  N19 1.001
103 H 0.86643 -2.21075 4.53873  C43 1.090
104 H 1.57018 -2.55303 1.80483  C47 1.086
105 H 4.59345 3.10590 2.29302  C54 1.090
106 H -7.47606 5.28268 -4.48708  C30 1.087
107 H 0.63111 -3.14790 -2.55992  C35 1.086
108 H 3.35395 -8.43151 7.87191  C44 1.084
109 H 0.11132 -4.70430 5.16324  C41 1.086
110 H -2.11186 3.75451 -4.54366  C46 1.086
111 H -1.88541 0.73291 -4.11516  C29 1.088
112 H -0.41479 -1.46889 2.88821  C37 1.080
113 H 2.57422 -1.19880 2.43874  C47 1.084
114 H 2.96849 3.39193 -4.47448  N21 1.003
115 H -8.03825 5.36224 -2.07199  C39 1.094
116 H -4.52613 2.84689 -5.43577  C31 1.088
117 H -0.87221 3.56249 -0.71636  N26 1.005
118 H 0.96790 -9.15533 0.19549  N24 1.001
119 H 3.16362 7.14457 3.14506  N25 1.001
120 H -3.60471 4.32616 -3.03050  C28 1.087
121 H -1.88289 7.46002 -1.11023  N22 1.002
122 H -2.31093 1.83552 -2.83000  C29 1.091
123 H -5.91658 7.11925 -0.64933  C42 1.092
124 H 2.73505 6.62299 0.86627  N18 1.002
125 H 3.40040 0.94006 -0.82136  C40 1.087
126 H -0.65901 4.63050 0.62765  N26 1.002
127 H -6.32988 5.06570 -1.67502  C39 1.095
128 H 2.84417 2.65578 -0.84430  C40 1.083
129 H -2.28623 2.46284 -5.76988  C46 1.088
130 H 2.50956 -3.18439 -0.31925  N17 1.010

For the total energy, the calculation gives -97140.2188 eV. The charge is 0. As for the SMILES: COCCCCCCCCO[C@H](CCCN)[C@H](CCCF)O[C@@H](CCCCCCOC(C)=O)P(O)(O)=S.NC(N)=O.NC(N)=O.NC(N)=O.NC(N)=O.NC(N)=O. The HOMO-LUMO gap comes out at 8.72 eV.